1.
The following is a quantum chemistry calculation of a structure of composition C40H52BrN9O5PTl, from the Open Molecules 2025 dataset.

Geometry (Å):
Tl: -0.51 1.67 0.01
C: -0.82 3.82 -3.68
C: -1.59 3.73 -2.39
C: -2.66 2.84 -2.26
C: -3.12 2.07 -3.48
C: -3.38 2.77 -1.05
C: -4.49 1.77 -0.86
C: -3.07 3.66 -0.01
C: -3.98 3.75 1.19
C: -1.97 4.53 -0.12
C: -1.63 5.41 1.05
C: -1.25 4.59 -1.33
C: -0.19 5.64 -1.56
H: 0.24 4.00 -3.49
H: -1.18 4.64 -4.30
H: -0.91 2.91 -4.27
H: -2.43 1.27 -3.77
H: -3.21 2.74 -4.33
H: -4.10 1.62 -3.33
H: -5.46 2.18 -1.15
H: -4.56 1.47 0.18
H: -4.33 0.87 -1.45
H: -3.66 3.07 1.99
H: -5.01 3.50 0.92
H: -3.99 4.76 1.59
H: -0.60 5.75 1.02
H: -1.77 4.88 1.99
H: -2.27 6.30 1.08
H: 0.81 5.19 -1.60
H: -0.19 6.41 -0.80
H: -0.36 6.13 -2.52
C: 1.97 3.95 1.47
O: 1.79 2.53 1.37
C: 2.55 1.73 2.17
C: 3.41 2.20 3.14
C: 4.14 1.30 3.90
Br: 5.31 1.96 5.23
C: 4.03 -0.05 3.70
C: 3.17 -0.54 2.71
C: 2.42 0.35 1.95
O: 1.59 -0.07 0.97
C: 3.05 -1.97 2.45
N: 2.17 -2.51 1.62
C: 2.41 -3.88 1.64
C: 1.77 -4.92 0.97
C: 2.22 -6.21 1.21
C: 3.28 -6.47 2.09
C: 3.91 -5.44 2.77
C: 3.46 -4.15 2.52
N: 3.84 -2.92 3.02
H: 1.64 4.32 2.45
H: 1.35 4.38 0.69
H: 3.01 4.22 1.30
H: 3.52 3.26 3.33
H: 4.61 -0.72 4.33
H: 1.51 -1.05 1.07
H: 0.95 -4.74 0.29
H: 1.75 -7.04 0.70
H: 3.59 -7.49 2.25
H: 4.73 -5.64 3.45
H: 4.59 -2.76 3.66
C: -1.08 -4.02 -1.65
N: -1.21 -2.64 -1.15
C: -1.99 -1.86 -2.10
N: -1.43 -1.88 -3.46
C: -1.27 -3.27 -3.91
N: -0.47 -4.07 -2.98
C: 0.93 -3.65 -2.96
P: 0.97 -1.91 -2.40
C: 0.07 -2.03 -0.81
C: -0.21 -1.09 -3.56
H: -2.07 -4.46 -1.71
H: -0.48 -4.61 -0.95
H: -2.06 -0.82 -1.76
H: -3.00 -2.27 -2.15
H: -0.81 -3.28 -4.90
H: -2.26 -3.72 -3.99
H: 1.38 -3.75 -3.95
H: 1.50 -4.27 -2.26
H: -0.08 -1.06 -0.33
H: 0.63 -2.67 -0.14
H: 0.18 -1.11 -4.58
H: -0.38 -0.07 -3.25
C: -3.69 -2.99 3.94
N: -3.01 -1.92 3.22
C: -3.42 -0.54 3.19
C: -2.31 0.08 2.34
O: -2.24 1.28 2.10
N: -1.45 -0.90 1.93
C: -1.88 -2.03 2.51
N: -1.24 -3.19 2.35
H: -4.46 -2.55 4.56
H: -3.00 -3.53 4.59
H: -4.16 -3.69 3.25
H: -3.45 -0.09 4.18
H: -4.40 -0.41 2.71
H: -0.25 -3.12 2.13
H: -1.51 -3.97 2.93
O: 2.57 -1.53 -2.37
C: 2.83 -0.22 -2.17
C: 4.21 0.35 -2.15
C: 3.89 1.84 -2.05
C: 2.39 1.89 -1.85
O: 1.70 2.83 -1.60
N: 1.85 0.57 -1.99
H: 4.77 0.06 -3.04
H: 4.76 -0.03 -1.29
H: 4.13 2.38 -2.97
H: 4.40 2.35 -1.23

The LUMO energy is -4.6 eV. As for the net charge: +2. Its spin multiplicity is 1.

Mulliken population analysis, charges in e, atoms 1 to 6:
1. Tl 1.0834
2. C -2.4985
3. C 1.7023
4. C 1.1073
5. C -2.0333
6. C 1.3441

2.
The following is a quantum chemistry calculation of a structure of composition C4H9NO at a distorted geometry, from the Open Molecules 2025 dataset.

Geometry (Å):
C: 1.70 -0.17 -0.36
C: 0.62 0.41 0.57
C: -1.17 0.64 -0.34
C: -0.70 -0.54 0.45
H: 1.49 -0.05 -1.42
H: 1.98 -1.18 0.00
H: 2.70 0.38 -0.21
H: 1.08 0.56 1.54
H: 0.46 2.07 -0.53
H: -2.22 1.14 -0.33
H: -1.03 0.31 -1.38
H: -1.08 -0.63 1.55
H: -0.06 -2.37 0.11
N: -0.10 1.53 0.19
O: -0.67 -1.61 -0.33

The LUMO energy is 0.7 eV. As for the net charge: 0. Its spin multiplicity is 1.

natural (NBO) population analysis, charges in e, atoms 1 to 6:
1. C -0.6415
2. C -0.0661
3. C -0.2429
4. C 0.0862
5. H 0.2145
6. H 0.2069

3.
The following is a quantum chemistry calculation of a cluster of 6 separate species, C45H74Br2ClF3N2O18PS in total at a distorted geometry, from the Open Molecules 2025 dataset.

Geometry (Å):
C: -4.57 -4.87 -1.33
O: -3.38 -4.49 -0.60
C: -2.39 -5.54 -0.62
C: -1.27 -5.27 0.52
C: 0.16 -5.34 -0.22
C: 0.73 -3.91 -0.62
C: 2.25 -4.12 -1.15
C: 2.46 -3.37 -2.55
C: 3.29 -2.01 -2.24
C: 3.66 -1.24 -3.61
C: 4.16 0.23 -3.25
C: 3.51 1.38 -4.22
C: 2.35 2.20 -3.51
O: 1.63 1.13 -2.79
N: 2.73 3.16 -2.49
C: 4.03 3.12 -1.86
C: 1.60 3.65 -1.69
C: 1.91 4.96 -0.79
C: 0.74 5.23 0.30
C: 1.33 4.79 1.73
F: 2.25 5.60 2.46
C: 0.93 3.51 2.22
F: 1.82 2.52 2.64
F: -0.45 3.23 2.24
C: 0.25 4.00 -2.46
N: 0.07 3.36 -3.83
C: -1.09 3.88 -4.61
Br: -0.89 5.33 -5.89
C: -2.35 4.33 -3.66
C: -3.53 4.83 -4.66
Br: -3.14 2.78 -2.69
C: 1.36 3.03 -4.52
C: 2.23 4.20 -5.13
C: 2.40 5.55 -4.35
O: 1.58 6.43 -4.11
Cl: 4.11 5.93 -3.72
P: 0.92 1.96 -6.09
S: 2.34 2.02 -7.46
H: -5.47 -4.44 -0.78
H: -4.70 -6.01 -1.37
H: -4.57 -4.46 -2.39
H: -1.91 -5.69 -1.65
H: -2.87 -6.55 -0.35
H: -1.35 -6.10 1.31
H: -1.43 -4.26 1.01
H: 0.91 -5.82 0.50
H: 0.15 -6.01 -1.16
H: 0.76 -3.18 0.27
H: 0.05 -3.41 -1.40
H: 2.93 -3.75 -0.32
H: 2.39 -5.25 -1.32
H: 3.00 -3.99 -3.34
H: 1.45 -3.02 -2.96
H: 4.26 -2.26 -1.68
H: 2.65 -1.37 -1.54
H: 4.58 -1.81 -4.02
H: 2.84 -1.30 -4.40
H: 3.98 0.45 -2.15
H: 5.28 0.29 -3.43
H: 3.20 0.75 -5.12
H: 4.35 2.09 -4.52
H: 1.04 0.71 -3.46
H: 4.00 2.40 -0.96
H: 4.92 2.78 -2.48
H: 4.40 4.12 -1.41
H: 1.37 2.84 -0.90
H: 2.86 4.87 -0.17
H: 1.92 5.87 -1.49
H: 0.46 6.34 0.33
H: -0.18 4.58 0.15
H: 0.11 5.14 -2.51
H: -0.58 3.66 -1.73
H: -0.32 2.42 -3.55
H: -1.58 3.00 -5.17
H: -2.11 5.22 -3.01
H: -3.54 5.96 -4.80
H: -3.59 4.23 -5.62
H: -4.50 4.59 -4.09
H: 3.28 3.82 -5.37
H: 1.83 4.51 -6.17
H: 0.77 0.60 -5.64
H: -0.23 2.42 -6.78
C: -3.49 -1.90 5.13
C: -2.30 -2.81 4.92
C: -1.05 -2.32 5.57
O: -0.03 -2.90 4.75
C: -0.57 -3.02 3.51
O: 0.05 -3.25 2.51
O: -1.92 -2.84 3.54
H: -4.35 -2.25 4.55
H: -3.77 -1.86 6.19
H: -3.27 -0.89 4.78
H: -2.55 -3.83 5.22
H: -0.95 -2.65 6.60
H: -0.93 -1.23 5.54
C: 0.25 4.72 4.92
C: -0.10 5.24 6.29
C: 0.86 4.81 7.36
O: 0.05 4.82 8.53
C: -1.22 4.55 8.11
O: -2.12 4.26 8.84
O: -1.32 4.66 6.76
H: -0.53 4.98 4.20
H: 1.19 5.14 4.57
H: 0.33 3.63 4.92
H: -0.23 6.33 6.27
H: 1.71 5.49 7.46
H: 1.24 3.79 7.21
C: -8.66 -4.18 0.30
C: -8.72 -3.41 1.60
C: -9.03 -1.95 1.43
O: -8.42 -1.38 2.58
C: -7.37 -2.19 2.89
O: -6.50 -1.89 3.66
O: -7.44 -3.37 2.23
H: -8.34 -5.20 0.47
H: -9.64 -4.19 -0.19
H: -7.93 -3.73 -0.39
H: -9.42 -3.89 2.29
H: -10.10 -1.75 1.41
H: -8.57 -1.52 0.54
C: 5.06 -4.13 -9.23
C: 4.67 -3.59 -7.87
C: 5.59 -4.02 -6.77
O: 4.74 -3.99 -5.63
C: 3.48 -4.25 -6.08
O: 2.56 -4.52 -5.38
O: 3.42 -4.15 -7.44
H: 4.30 -3.87 -9.97
H: 6.02 -3.72 -9.55
H: 5.12 -5.22 -9.22
H: 4.56 -2.50 -7.90
H: 6.44 -3.35 -6.65
H: 5.97 -5.05 -6.89
C: 1.80 -0.60 10.60
C: 1.11 -0.79 9.27
C: 0.41 0.44 8.77
O: -0.62 -0.11 7.95
C: -0.91 -1.34 8.48
O: -1.88 -1.98 8.19
O: 0.04 -1.72 9.37
H: 2.21 -1.55 10.96
H: 2.61 0.13 10.53
H: 1.09 -0.26 11.36
H: 1.82 -1.18 8.53
H: 1.06 1.09 8.20
H: -0.06 1.02 9.57

The LUMO energy is -3.0 eV. As for the net charge: +1. Its spin multiplicity is 1.

Mulliken population analysis, charges in e, atoms 1 to 6:
1. C -0.3720
2. O -0.3149
3. C -0.5493
4. C -0.1384
5. C -1.0905
6. C 0.0441

Calculated frontier orbital gap (eV), listed in the same order as above: 7.84, 9.72, 7.60
Calculated E_HOMO (Ha), listed in the same order as above: -0.45848, -0.32978, -0.38866
Calculated relative energy (zero: lowest compared OMol25 entry of this formula, charge and spin) (kJ/mol), listed in the same order as above: 29.0, 312.5, 208.3